# 1
Computed, not measured: 3 unconnected molecules or ions with the total composition C27H33Cl5FN3O at a distorted geometry, with ωB97M-V with the def2-TZVPD basis set.

The value obtained for the energy is -3689.0190 a.u. The value obtained for the HOMO-LUMO gap is 0.3175 Ha. As for the LUMO energy: 0.001 Eh. Its HOMO energy is -8.602 eV. The SMILES is CC[C@H](Cl)c1cc(CCCF)c2nc(CCC(=O)Nc3ccccc3)cnc2c1.ClCCCl.ClCCCl.

Cartesian coordinates (Å):
C  -2.290  4.439  -0.126
C  -3.319  3.655  0.729
C  -2.697  2.807  1.848
Cl  -1.487  3.757  2.806
C  -2.116  1.480  1.408
C  -1.465  1.287  0.161
C  -0.925  0.076  -0.184
C  -0.229  -0.028  -1.520
C  -0.613  -1.238  -2.388
C  -2.115  -1.434  -2.573
F  -2.595  -2.399  -1.684
C  -1.015  -1.009  0.734
N  -0.432  -2.199  0.402
C  -0.552  -3.151  1.290
C  0.108  -4.466  0.958
C  1.611  -4.267  0.721
C  2.252  -3.559  1.891
O  1.774  -3.706  2.997
N  3.414  -2.785  1.756
C  3.444  -1.843  0.671
C  3.779  -2.242  -0.617
C  3.835  -1.331  -1.659
C  3.557  0.015  -1.457
C  3.210  0.409  -0.168
C  3.169  -0.497  0.877
C  -1.270  -2.969  2.500
N  -1.841  -1.856  2.872
C  -1.683  -0.850  1.957
C  -2.222  0.419  2.258
H  -2.486  4.242  -1.181
H  -1.274  4.097  0.068
H  -2.333  5.501  0.099
H  -3.885  2.965  0.105
H  -3.979  4.375  1.212
H  -3.485  2.570  2.561
H  -1.372  2.099  -0.545
H  -0.392  0.864  -2.128
H  0.852  -0.079  -1.352
H  -0.162  -1.115  -3.378
H  -0.207  -2.172  -2.009
H  -2.288  -1.862  -3.565
H  -2.693  -0.512  -2.489
H  -0.093  -5.240  1.693
H  -0.311  -4.760  -0.009
H  2.054  -5.269  0.690
H  1.818  -3.823  -0.249
H  3.495  -2.248  2.613
H  4.021  -3.279  -0.821
H  4.110  -1.648  -2.658
H  3.609  0.746  -2.252
H  2.992  1.451  -0.008
H  2.909  -0.109  1.858
H  -1.346  -3.818  3.174
H  -2.718  0.567  3.212
Cl  5.079  2.382  0.578
C  6.166  3.795  0.660
C  6.075  4.647  -0.580
Cl  6.747  3.825  -2.012
H  7.179  3.433  0.821
H  5.868  4.379  1.529
H  6.648  5.562  -0.440
H  5.045  4.916  -0.801
Cl  -6.744  1.443  -2.115
C  -6.083  -0.214  -2.079
C  -5.765  -0.668  -0.679
Cl  -4.388  0.222  0.022
H  -5.200  -0.235  -2.714
H  -6.837  -0.866  -2.517
H  -5.487  -1.722  -0.689
H  -6.618  -0.542  -0.016

Atomic partial charges in e from the Mulliken method, atoms 1 to 8: C -1.2473; C -0.4119; C -0.5632; Cl -0.2185; C 0.2368; C 0.4775; C 0.5580; C -0.1889

# 2
Computed, not measured: 2 unconnected molecules or ions with the total composition C27H33F20N2O8P2S at a distorted geometry, with ωB97M-V with the def2-TZVPD basis set.

The value obtained for the energy is -4838.3412 a.u. The value obtained for the HOMO-LUMO gap is 0.2753 Ha. Its energy above the lowest of the compared OMol25 structures with the same formula, charge and spin is 80.9 kJ/mol. As for the LUMO energy: 0.078 Eh. Its total charge is -1. Its HOMO energy is -5.378 eV.

Cartesian coordinates (Å):
C  3.116  -4.423  3.112
C  2.476  -3.712  2.154
C  2.833  -2.219  2.027
C  1.811  -1.331  1.170
C  1.388  -2.154  -0.113
C  2.590  -2.630  -0.945
O  2.979  -2.079  -1.924
O  2.725  -0.394  0.585
P  2.718  1.059  1.563
S  2.685  2.883  2.834
N  4.561  1.029  1.326
C  5.156  1.429  2.269
O  5.752  1.506  3.247
C  2.392  1.978  -0.077
C  3.615  2.890  -0.473
C  1.119  2.901  -0.103
C  0.205  2.430  -1.277
C  -1.043  3.339  -1.483
O  1.058  0.771  2.014
C  0.632  -0.596  1.965
C  -0.809  -0.606  1.350
C  -1.577  0.734  1.513
C  -2.987  0.690  0.828
F  -3.567  -0.518  1.103
F  -2.737  0.858  -0.504
C  -3.829  1.868  1.426
F  -4.116  1.617  2.724
F  -2.971  2.931  1.485
C  -5.049  2.378  0.598
F  -5.693  3.305  1.352
F  -4.546  3.078  -0.450
C  -6.042  1.342  -0.005
F  -5.477  0.462  -0.859
F  -6.873  2.085  -0.803
C  -6.997  0.610  0.992
F  -7.873  1.565  1.424
F  -6.406  0.132  2.105
C  -7.886  -0.524  0.375
F  -8.975  -0.631  1.198
F  -8.389  -0.223  -0.833
C  -7.238  -1.957  0.298
F  -5.901  -1.991  0.428
F  -7.502  -2.455  -0.942
C  -7.833  -3.015  1.295
F  -9.071  -3.385  0.970
F  -7.719  -2.667  2.570
F  -7.088  -4.136  1.147
P  0.304  -1.228  3.718
N  0.018  -2.783  3.740
O  -1.044  -0.489  4.374
O  1.536  -0.838  4.716
H  3.527  -5.422  2.903
H  3.210  -3.962  4.109
H  1.751  -4.256  1.530
H  3.070  -1.761  3.006
H  3.770  -2.181  1.435
H  0.798  -1.458  -0.745
H  0.696  -2.978  0.170
H  3.115  -3.560  -0.601
H  3.019  0.400  2.801
H  2.421  3.963  2.049
H  2.305  1.227  -0.880
H  3.326  3.633  -1.255
H  4.011  3.475  0.378
H  4.440  2.297  -0.916
H  1.449  3.931  -0.386
H  0.589  3.005  0.861
H  -0.140  1.396  -1.039
H  0.764  2.338  -2.235
H  -1.680  2.910  -2.284
H  -1.657  3.275  -0.557
H  -0.794  4.404  -1.646
H  -1.383  -1.390  1.900
H  -0.863  -0.893  0.284
H  -1.615  1.128  2.542
H  -1.012  1.487  0.926
H  -0.915  -2.959  4.111
H  -1.811  -0.989  4.051
H  1.554  -1.535  5.396
C  6.559  -1.319  -7.069
C  6.044  -1.491  -5.655
O  5.558  -0.248  -5.131
C  4.324  0.102  -5.502
O  3.617  -0.534  -6.229
C  3.927  1.417  -4.825
F  4.906  2.341  -4.891
F  3.652  1.227  -3.529
F  2.841  1.968  -5.386
H  7.313  -0.531  -7.109
H  6.998  -2.248  -7.435
H  5.756  -1.027  -7.749
H  6.858  -1.804  -5.002
H  5.271  -2.259  -5.599

Atomic partial charges in e from the Mulliken method, atoms 1 to 8: C -0.9692; C -0.2845; C -1.2406; C 0.5589; C -0.9757; C -0.3959; O -0.4403; O -0.6179

# 3
Computed, not measured: a molecular structure, C27H33KN8O6S2, with ωB97M-V with the def2-TZVPD basis set.

The value obtained for the energy is -3334.6194 a.u. The value obtained for the HOMO-LUMO gap is 0.1749 Ha. Its energy above the lowest of the compared OMol25 structures with the same formula, charge and spin is 62.7 kJ/mol. As for the LUMO energy: 0.139 Eh. Its total charge is -2. Its HOMO energy is -0.979 eV.

Cartesian coordinates (Å):
K  -1.514  -1.675  0.453
N  2.980  -4.159  0.516
C  1.705  -3.785  0.906
S  0.406  -4.329  -0.051
N  1.724  -3.016  1.987
N  0.518  -2.522  2.344
C  0.535  -1.847  3.435
C  -0.652  -1.211  4.005
C  -0.564  -0.626  5.274
C  -1.667  0.004  5.812
C  -2.844  0.046  5.080
C  -2.846  -0.560  3.831
N  -1.795  -1.177  3.306
H  3.009  -4.950  -0.103
H  3.676  -4.101  1.243
H  1.479  -1.713  3.966
H  0.377  -0.663  5.809
H  -1.608  0.472  6.789
H  -3.731  0.543  5.448
H  -3.738  -0.536  3.212
O  -6.911  1.683  -1.573
C  -5.894  1.075  -1.271
C  -4.698  1.622  -0.586
O  -4.565  2.781  -0.165
C  -3.699  0.566  -0.482
C  -4.257  -0.679  -0.989
O  -3.756  -1.817  -1.003
C  -5.623  -0.377  -1.509
O  -6.390  -1.178  -2.024
O  -2.546  0.747  0.019
C  4.816  0.197  -5.053
C  3.478  -0.461  -5.373
N  3.511  -1.914  -5.286
C  4.101  -2.620  -6.414
C  3.124  -2.818  -7.568
C  2.724  -2.658  -4.434
O  2.531  -3.844  -4.640
C  2.151  -1.939  -3.254
C  2.961  -1.266  -2.347
C  2.370  -0.582  -1.304
C  0.983  -0.577  -1.225
N  0.198  -1.253  -2.058
C  0.779  -1.942  -3.035
H  4.711  1.283  -5.064
H  5.584  -0.074  -5.781
H  5.162  -0.101  -4.064
H  3.168  -0.181  -6.385
H  2.712  -0.087  -4.699
H  4.444  -3.589  -6.057
H  4.975  -2.052  -6.743
H  2.263  -3.387  -7.221
H  3.600  -3.370  -8.382
H  2.777  -1.863  -7.966
H  4.039  -1.292  -2.458
H  2.952  -0.062  -0.556
H  0.497  0.004  -0.446
H  0.126  -2.515  -3.684
C  -3.249  4.302  2.151
C  -2.864  2.894  2.597
N  -1.637  2.416  1.972
C  -0.468  2.258  2.558
S  0.849  1.454  1.856
N  -0.290  2.743  3.857
C  -0.499  4.147  4.193
C  -0.217  4.356  5.672
H  -4.100  4.661  2.737
H  -3.550  4.260  1.107
H  -2.422  5.008  2.265
H  -3.652  2.218  2.261
H  -2.771  2.797  3.680
H  -1.815  1.933  1.070
H  0.636  2.446  4.137
H  -1.520  4.437  3.973
H  0.157  4.794  3.593
H  -0.880  3.732  6.273
H  -0.368  5.400  5.950
H  0.813  4.087  5.915

Atomic partial charges in e from the Mulliken method, atoms 1 to 8: K 0.9226; N -0.3844; C 0.2581; S -0.4914; N -1.0035; N 0.5367; C -0.9091; C 0.8950

# 4
Computed, not measured: 2 unconnected molecules or ions with the total composition C27H33N3O3 at a distorted geometry, with ωB97M-V with the def2-TZVPD basis set.

The value obtained for the energy is -1438.5955 a.u. The value obtained for the HOMO-LUMO gap is 0.2169 Ha. Its energy above the lowest of the compared OMol25 structures with the same formula, charge and spin is 84.8 kJ/mol. As for the LUMO energy: -0.057 Eh. Its HOMO energy is -7.456 eV.

Cartesian coordinates (Å):
C  3.221  -3.176  -1.374
N  2.169  -2.518  -0.636
C  1.196  -3.227  0.009
O  1.088  -4.450  0.017
C  0.279  -2.216  0.695
C  0.270  -2.344  2.222
C  -0.215  -3.696  2.684
C  0.630  -4.532  3.420
C  0.210  -5.818  3.766
C  -1.076  -6.250  3.416
C  -1.938  -5.391  2.721
C  -1.510  -4.109  2.359
N  0.834  -0.937  0.246
C  0.256  0.226  0.596
C  0.662  1.469  0.136
C  -0.047  2.651  0.338
C  0.500  3.947  0.002
C  -0.115  5.138  0.472
C  0.399  6.392  0.148
C  1.551  6.503  -0.645
C  2.195  5.344  -1.094
C  1.682  4.085  -0.783
C  2.026  -1.070  -0.606
C  3.276  -0.438  0.030
C  1.802  -0.533  -2.026
H  3.130  -4.256  -1.238
H  3.154  -2.937  -2.443
H  4.202  -2.844  -1.011
H  -0.745  -2.325  0.303
H  1.292  -2.158  2.588
H  -0.392  -1.554  2.606
H  1.629  -4.171  3.681
H  0.893  -6.481  4.301
H  -1.405  -7.255  3.685
H  -2.944  -5.716  2.448
H  -2.159  -3.424  1.806
H  -0.606  0.129  1.257
H  1.602  1.516  -0.412
H  -0.908  2.633  1.003
H  -0.998  5.048  1.111
H  -0.098  7.292  0.516
H  1.946  7.484  -0.910
H  3.106  5.414  -1.693
H  2.204  3.196  -1.146
H  3.494  -0.933  0.986
H  4.128  -0.567  -0.649
H  3.140  0.630  0.217
H  0.977  -1.081  -2.501
H  1.558  0.532  -2.023
H  2.722  -0.677  -2.608
O  -4.404  -0.064  -0.585
C  -3.169  -0.142  -0.479
C  -2.470  0.899  -1.423
C  -3.231  1.257  -2.720
C  -3.335  2.789  -2.744
C  -2.929  3.257  -1.338
N  -2.291  2.116  -0.674
O  -2.413  -0.849  0.233
H  -1.485  0.484  -1.677
H  -2.657  0.877  -3.568
H  -4.227  0.806  -2.698
H  -2.633  3.195  -3.479
H  -4.351  3.117  -2.983
H  -2.239  4.108  -1.369
H  -3.824  3.569  -0.773
H  -2.610  2.039  0.288

Atomic partial charges in e from the Mulliken method, atoms 1 to 8: C -0.9792; N 0.2775; C 0.3086; O -0.7187; C 0.0874; C -0.5126; C 0.2453; C -0.4466

# 5
Computed, not measured: a molecular structure, C27H33N3P2PtSe at a distorted geometry, with ωB97M-V with the def2-TZVPD basis set.

The value obtained for the energy is -4415.5936 a.u. The value obtained for the HOMO-LUMO gap (alpha / beta) is 0.1309 / 0.1786 Ha. Its multiplicity is 5. Its energy above the lowest of the compared OMol25 structures with the same formula, charge and spin is 576.1 kJ/mol. As for the LUMO energy (alpha / beta): -0.262 / -0.311 Eh. Its total charge is +2. Its HOMO energy (alpha / beta) is -10.697 / -13.309 eV.

Cartesian coordinates (Å):
C  -1.737  2.868  -3.579
C  -1.390  1.565  -3.234
C  -0.060  1.147  -3.530
C  0.992  2.158  -3.509
C  0.589  3.532  -3.519
C  -0.739  3.848  -3.778
C  2.326  1.715  -3.364
C  2.595  0.332  -3.302
C  1.455  -0.571  -3.348
C  1.641  -1.910  -2.869
C  2.923  -2.460  -2.973
C  4.047  -1.622  -3.147
C  3.893  -0.237  -3.082
H  -2.797  3.097  -3.689
H  1.319  4.333  -3.311
H  -1.078  4.865  -4.018
H  3.129  2.446  -3.083
H  3.018  -3.548  -2.930
H  5.032  -2.108  -3.194
H  4.753  0.410  -2.871
N  0.193  -0.172  -3.599
Pt  -0.212  -0.500  1.374
C  -2.277  0.657  -2.386
H  -2.200  -0.382  -2.746
H  -3.327  0.973  -2.517
C  0.504  -2.618  -2.176
H  -0.444  -2.470  -2.728
H  0.701  -3.713  -2.191
P  -1.843  0.663  -0.553
P  0.176  -2.029  -0.243
C  1.559  -2.998  0.513
H  1.605  -2.608  1.541
H  1.387  -4.085  0.505
H  2.503  -2.759  0.001
C  -1.300  -3.072  0.073
H  -1.020  -4.118  0.210
H  -1.754  -2.683  0.991
H  -2.020  -2.968  -0.745
C  -2.186  2.423  -0.159
H  -3.235  2.664  -0.395
H  -1.964  2.637  0.900
H  -1.535  3.059  -0.772
C  -3.329  -0.125  0.172
H  -3.280  -0.104  1.267
H  -4.242  0.379  -0.166
H  -3.352  -1.173  -0.144
H  0.484  0.791  0.767
H  1.262  -0.173  0.694
C  -2.583  0.741  3.792
N  -1.300  0.349  4.359
C  -0.093  0.563  3.769
Se  0.098  1.870  2.416
N  0.838  0.105  4.667
C  0.224  -0.390  5.807
C  0.750  -0.604  7.075
C  -0.182  -0.713  8.128
C  -1.573  -0.582  7.908
C  -2.090  -0.337  6.628
C  -1.140  -0.248  5.604
H  -3.231  1.121  4.592
H  -3.069  -0.119  3.308
H  -2.423  1.528  3.043
H  1.842  0.156  4.546
H  1.821  -0.666  7.204
H  0.169  -0.888  9.144
H  -2.267  -0.657  8.752
H  -3.148  -0.187  6.382

Atomic partial charges in e from the Mulliken method, atoms 1 to 8: C -0.4639; C 0.2011; C 0.0019; C 1.1799; C -0.9513; C -0.5450; C -0.9093; C 0.9973

# 6
Computed, not measured: a molecular structure, C27H33N3P2PtSe at a distorted geometry, with ωB97M-V with the def2-TZVPD basis set.

The value obtained for the energy is -4415.8130 a.u. The value obtained for the HOMO-LUMO gap (alpha / beta) is 0.2424 / 0.1847 Ha. Its multiplicity is 5. Its energy above the lowest of the compared OMol25 structures with the same formula, charge and spin is 0.0 kJ/mol. As for the LUMO energy (alpha / beta): -0.198 / -0.315 Eh. Its total charge is +2. Its HOMO energy (alpha / beta) is -11.987 / -13.607 eV.

Cartesian coordinates (Å):
C  -1.969  3.283  -3.542
C  -1.004  2.702  -2.719
C  -0.937  3.135  -1.367
C  -1.981  3.892  -0.813
C  -2.930  4.481  -1.658
C  -2.901  4.188  -3.019
C  -1.978  3.970  0.683
C  -0.592  4.259  1.172
C  0.423  3.511  0.555
C  1.708  3.412  1.149
C  2.007  4.250  2.218
C  1.033  5.117  2.737
C  -0.271  5.109  2.237
H  -1.942  3.049  -4.606
H  -3.661  5.182  -1.231
H  -3.615  4.671  -3.688
H  -2.704  4.687  1.072
H  3.026  4.250  2.613
H  1.290  5.794  3.545
H  -1.054  5.758  2.646
N  0.173  2.786  -0.606
Pt  -0.120  0.361  0.167
C  -0.004  1.661  -3.151
H  1.026  2.003  -2.944
H  -0.107  1.451  -4.231
C  2.676  2.429  0.529
H  2.821  2.651  -0.541
H  3.646  2.481  1.053
P  -0.233  0.082  -2.179
P  2.085  0.681  0.602
C  2.429  0.173  2.312
H  2.084  -0.858  2.440
H  3.514  0.253  2.501
H  1.874  0.839  2.992
C  3.306  -0.201  -0.428
H  4.301  -0.136  0.049
H  3.013  -1.261  -0.512
H  3.363  0.248  -1.435
C  -1.887  -0.475  -2.701
H  -2.000  -0.445  -3.797
H  -2.035  -1.506  -2.346
H  -2.641  0.180  -2.241
C  0.961  -1.025  -2.998
H  0.875  -2.027  -2.554
H  0.742  -1.090  -4.076
H  1.985  -0.647  -2.867
H  -2.196  2.912  1.058
H  -0.706  1.098  1.516
C  -0.382  -3.798  -0.809
N  -0.291  -3.994  0.621
C  -0.452  -3.027  1.578
Se  -1.347  -1.379  1.321
N  -0.316  -3.677  2.777
C  -0.228  -5.061  2.589
C  -0.592  -6.105  3.442
C  -0.862  -7.357  2.866
C  -0.804  -7.530  1.474
C  -0.482  -6.470  0.610
C  -0.165  -5.258  1.216
H  -0.623  -4.747  -1.303
H  0.576  -3.448  -1.198
H  -1.152  -3.066  -1.043
H  -0.428  -3.220  3.678
H  -0.669  -5.921  4.509
H  -1.153  -8.204  3.508
H  -1.034  -8.509  1.046
H  -0.489  -6.548  -0.481

Atomic partial charges in e from the Mulliken method, atoms 1 to 8: C -0.9371; C 0.3370; C 0.8084; C 0.2462; C -1.0799; C -0.6097; C -0.6735; C 0.3901